C31H51ClN7O3S2Si2Ti | ωB97M-V/def2-TZVPD

ORCA input file:
```
! RIJCOSX wB97M-V def2-TZVPD def2/J DEFGRID3
* xyz 0 2
Ti 1.1304 -0.1193 1.5946
S -0.2132 7.3936 0.3514
N -0.6366 6.3564 1.4850
C -0.3306 5.1226 1.0487
C -0.6875 3.9355 1.7413
C -1.3367 3.9019 2.9665
C -1.7036 2.6902 3.4936
C -1.2105 1.5450 2.8736
N -0.4555 1.5373 1.7333
C -0.3103 2.7374 1.0928
C 0.2682 2.7750 -0.2531
N 0.3755 1.5557 -0.8856
C 0.8724 1.5116 -2.1295
C 1.2182 2.6660 -2.8452
C 1.1887 3.8899 -2.2006
C 0.7610 3.9467 -0.8608
C 0.4127 5.1537 -0.1929
N 0.5297 6.3784 -0.6714
H -1.5832 4.8594 3.4412
H -2.3801 2.6070 4.3600
H -1.4352 0.5955 3.2963
H 0.9370 0.5589 -2.5958
H 1.4849 2.5972 -3.9070
H 1.5582 4.7985 -2.6344
Cl 2.6873 -2.7939 3.2803
C 1.7728 -1.2854 3.1833
H 2.4523 -0.5040 3.5636
H 0.9263 -1.4128 3.8618
C -2.9234 -2.9520 -3.8020
N -3.7272 -1.7524 -3.6357
C -5.1847 -1.9525 -3.5859
C -3.1625 -0.7189 -2.8266
N -2.1220 -0.9874 -2.1048
N -3.7226 0.5276 -2.9896
C -3.3830 1.5908 -2.0796
C -4.6644 0.8296 -4.0525
H -3.1064 -3.3669 -4.7724
H -3.2005 -3.7281 -3.0882
H -1.8722 -2.7462 -3.6668
H -5.7540 -1.0897 -3.2894
H -5.4340 -2.7497 -2.8499
H -5.4790 -2.3219 -4.5813
H -1.6601 -0.2609 -1.5313
H -2.2877 1.7656 -2.0472
H -3.7570 1.3889 -1.0491
H -3.8557 2.5249 -2.4318
H -4.4997 0.1651 -4.9342
H -4.4133 1.8604 -4.3685
H -5.7123 0.7658 -3.6552
C 3.2231 3.2701 3.0480
C 2.9285 1.8110 3.2344
O 3.2705 1.1481 4.2104
O 2.2745 1.2827 2.1897
H 2.8825 3.6160 2.0547
H 4.2863 3.4673 3.2626
H 2.6658 3.8416 3.7873
C 0.8106 -3.8002 0.4135
Si 2.0080 -2.6432 -0.5089
C 1.3872 -2.7166 -2.3093
C 3.5654 -3.6903 -0.3403
C 2.1616 -0.7895 -0.0662
Si 4.0630 -0.2834 -0.2912
C 4.4617 1.5589 -0.0233
C 4.4065 -0.6836 -2.1330
C 5.2630 -1.1861 0.7382
H 1.2220 -4.8257 0.1983
H -0.2565 -3.7759 0.0205
H 0.8158 -3.5614 1.4719
H 0.9812 -3.7323 -2.5454
H 2.1031 -2.3856 -3.0885
H 0.5755 -2.0204 -2.4703
H 3.2478 -4.6979 -0.7096
H 3.8308 -3.8514 0.7192
H 4.4665 -3.4441 -0.9509
H 1.5577 -0.2764 -0.8606
H 3.5073 2.0638 -0.1214
H 5.2602 1.8531 -0.7579
H 4.9474 1.6533 0.9396
H 3.5782 -0.3382 -2.7993
H 4.6614 -1.7390 -2.3620
H 5.3205 -0.2292 -2.4525
H 6.0832 -0.5434 1.0905
H 5.6469 -2.0780 0.1977
H 4.7968 -1.6410 1.6164
O -0.7277 -0.9842 1.4375
S -1.8144 -2.1587 1.2917
C -1.6138 -3.0196 2.9709
C -2.7405 -2.5748 3.9181
C -3.9106 -1.9742 3.0876
C -3.4202 -1.4540 1.7312
H -0.5662 -2.8659 3.2988
H -1.6614 -4.0638 2.7086
H -2.3899 -1.8738 4.6622
H -3.0654 -3.4638 4.5291
H -4.4073 -1.1641 3.6273
H -4.6557 -2.7576 2.8953
H -3.3168 -0.3465 1.7025
H -4.0850 -1.7222 0.8879
*
```

## Properties
LUMO energy (alpha / beta)   -0.22 / -0.15 eV
Orbital gap (alpha / beta)   4.59 / 8.19 eV
⟨S²⟩   0.777
ΔE to the lowest compared entry with this formula, charge and spin   84.28 kJ/mol
HOMO energy (alpha / beta)   -4.81 / -8.34 eV
E_tot   -4505.896798 a.u.

=====

CH2P2S | ωB97M-V/def2-TZVPD

ORCA input file:
```
! RIJCOSX wB97M-V def2-TZVPD def2/J DEFGRID3
* xyz 0 1
C -0.8294 -0.5567 -0.0419
P -0.7529 1.0055 0.2108
P 2.0623 -1.1324 0.0935
S 2.7470 0.6823 -0.0094
H -1.1464 -1.6662 -0.1380
H -2.0806 1.6676 -0.1150
*
```

## Properties
LUMO energy (alpha / beta)   -1.48 / -1.68 eV
Orbital gap (alpha / beta)   6.73 / 5.98 eV
ΔE to the lowest compared entry with this formula, charge and spin   274.04 kJ/mol
HOMO energy (alpha / beta)   -8.21 / -7.66 eV
E_tot   -1120.029655 a.u.

=====

C4H10N2O2 | ωB97M-V/def2-TZVPD

ORCA input file:
```
! RIJCOSX wB97M-V def2-TZVPD def2/J DEFGRID3
* xyz 0 1
O -1.1758 -1.8870 -0.1091
C -0.3963 -0.9842 -0.0150
N 0.6358 -1.1058 -0.8983
C 1.8495 -0.1925 -0.9932
O 2.8966 -0.9673 -1.6583
C -0.6259 0.2049 0.9853
C -2.1857 0.5321 1.0435
N 0.0970 1.4039 0.3693
H 0.5395 -1.7740 -1.6599
H 1.6030 0.6340 -1.6954
H 2.1738 0.1004 0.0785
H 3.1142 -1.7373 -1.0563
H -0.3703 0.0687 1.9436
H -2.5282 1.3398 0.3346
H -2.7352 -0.3437 0.8071
H -2.6137 0.7497 2.0548
H 0.0671 2.2649 0.9402
H -0.3451 1.6934 -0.4714
*
```

## Properties
SMILES   C[C@H](N)C(=O)NCO
LUMO energy   0.77 eV
Orbital gap   10.23 eV
ΔE to the lowest compared entry with this formula, charge and spin   259.33 kJ/mol
HOMO energy   -9.46 eV
E_tot   -418.362190 a.u.

=====

C33H48CoN9OS2 | ωB97M-V/def2-TZVPD

ORCA input file:
```
! RIJCOSX wB97M-V def2-TZVPD def2/J DEFGRID3
* xyz 1 4
Co 1.3642 0.4865 0.9358
S -0.4118 -0.3851 2.1929
C -1.3863 -1.3533 1.1880
N -2.7157 -1.4795 1.4312
C -3.5598 -2.0801 0.4096
C -2.8749 -3.3340 -0.0773
N -1.5444 -2.9943 -0.5566
C -1.0828 -3.7442 -1.7232
C -1.8490 -3.3492 -2.9593
C -1.7356 -2.0462 -3.4420
C -2.4430 -1.6525 -4.5629
C -3.2714 -2.5580 -5.2164
C -3.3867 -3.8533 -4.7436
C -2.6768 -4.2460 -3.6155
C -0.8096 -2.0484 0.0370
S 0.7260 -1.6195 -0.4942
C -3.4102 -0.9131 2.5791
C -4.2149 0.3137 2.2299
C -3.5647 1.4976 1.8892
C -4.2911 2.6275 1.5610
C -5.6807 2.5895 1.5737
C -6.3334 1.4196 1.9215
C -5.6008 0.2858 2.2497
H -3.7374 -1.3804 -0.4157
H -4.5225 -2.3183 0.8601
H -3.4259 -3.7761 -0.9074
H -2.8086 -4.0748 0.7269
H -1.2107 -4.8084 -1.5114
H -0.0171 -3.5514 -1.8445
H -1.0791 -1.3517 -2.9346
H -2.3448 -0.6432 -4.9385
H -3.8187 -2.2527 -6.0970
H -4.0290 -4.5597 -5.2496
H -2.7660 -5.2609 -3.2476
H -2.6772 -0.6847 3.3521
H -4.0729 -1.6910 2.9689
H -2.4831 1.5237 1.9120
H -3.7795 3.5463 1.3059
H -6.2498 3.4738 1.3238
H -7.4136 1.3864 1.9378
H -6.1154 -0.6266 2.5236
N 2.5255 1.8871 4.7983
C 1.9861 1.6696 3.5933
O 2.5619 0.9687 2.7564
C 0.6516 2.2923 3.2705
C 0.4497 2.2301 1.7779
H 3.4087 1.4607 5.0233
H 2.0642 2.4640 5.4793
H 0.6266 3.3193 3.6566
H -0.1144 1.7392 3.8212
H 1.1117 2.9386 1.2837
H -0.5790 2.3819 1.4560
C 5.1529 -1.7835 -1.7171
N 5.2284 -1.6536 -0.2618
C 5.7692 -2.8638 0.3674
C 5.1760 -2.8292 1.7612
N 3.9506 -2.0977 1.5253
C 2.9903 -1.9800 2.5876
C 4.0937 -1.2600 0.4571
N 3.3319 -0.2490 0.1939
C 3.7193 0.5693 -0.9428
C 3.1010 1.9387 -0.8221
N 1.6583 1.7660 -0.7890
C 0.8874 2.7648 -1.1213
N -0.4327 2.5952 -1.3829
C -1.1265 1.3407 -1.3528
C -1.1359 3.8530 -1.4925
C 0.0094 4.8115 -1.7802
N 1.1456 4.1169 -1.1858
C 2.4264 4.7893 -1.2660
H 5.9709 -2.4321 -2.0252
H 5.2820 -0.8365 -2.2332
H 4.2107 -2.2437 -2.0309
H 6.8590 -2.8480 0.3557
H 5.4219 -3.7537 -0.1705
H 5.8225 -2.3080 2.4793
H 4.9618 -3.8243 2.1550
H 2.7983 -2.9815 2.9772
H 2.0488 -1.5944 2.2115
H 3.3443 -1.3405 3.3989
H 3.3856 0.1352 -1.8914
H 4.8091 0.6813 -0.9855
H 3.4390 2.5328 -1.6780
H 3.4785 2.4253 0.0864
H -0.4120 0.5367 -1.4960
H -1.8620 1.3234 -2.1605
H -1.6424 1.1843 -0.4009
H -1.6601 4.1057 -0.5626
H -1.8672 3.8115 -2.3009
H -0.1265 5.7837 -1.3048
H 0.1601 4.9656 -2.8553
H 2.2344 5.8531 -1.1234
H 2.9127 4.6619 -2.2372
H 3.0972 4.4685 -0.4746
*
```

## Properties
LUMO energy (alpha / beta)   -3.20 / -2.77 eV
Orbital gap (alpha / beta)   5.17 / 7.50 eV
⟨S²⟩   4.013
ΔE to the lowest compared entry with this formula, charge and spin   4.19 kJ/mol
HOMO energy (alpha / beta)   -8.37 / -10.26 eV
E_tot   -4033.313960 a.u.

=====

C2H8N2O | ωB97M-V/def2-TZVPD

ORCA input file:
```
! RIJCOSX wB97M-V def2-TZVPD def2/J DEFGRID3
* xyz 0 1
C 1.1096 -1.9068 1.2640
O 0.6629 -1.0946 0.2023
H 0.2691 -2.2287 1.8838
H 1.6344 -2.7975 0.9044
H 1.8673 -1.3995 1.8722
N -1.3798 0.6238 0.2568
C -0.9423 1.4167 -0.6767
N 0.2514 1.2798 -1.2793
H -0.0895 -0.5301 0.5113
H -2.3897 0.6299 0.1335
H -1.4043 2.4005 -0.7503
H 0.5368 2.0182 -1.8984
H 0.9552 0.7268 -0.8006
*
```

## Properties
SMILES   [H]/N=C/N.CO
LUMO energy   0.95 eV
Orbital gap   10.18 eV
ΔE to the lowest compared entry with this formula, charge and spin   183.27 kJ/mol
HOMO energy   -9.23 eV
E_tot   -265.713340 a.u.

=====

C6H6BBrF4NPdS3Sb | ωB97M-V/def2-TZVPD

ORCA input file:
```
! RIJCOSX wB97M-V def2-TZVPD def2/J DEFGRID3
* xyz 1 2
Pd -1.3740 0.0180 -2.0466
C 1.3211 -2.0103 2.4783
C 0.1976 -1.2072 1.8939
C -0.6388 -0.4157 2.6731
C -1.6487 0.3476 2.0996
C -1.7743 0.2711 0.7370
Br -3.0417 1.2835 -0.2711
N -1.0055 -0.4911 -0.0295
C -0.0312 -1.2105 0.5232
H 1.3099 -1.9629 3.5649
H 2.2814 -1.6252 2.1333
H 1.2528 -3.0569 2.1823
H -0.4976 -0.3834 3.7460
H -2.2969 0.9802 2.6878
H 0.5797 -1.7929 -0.1556
S 1.3815 1.0118 -5.1732
Sb -0.3127 -0.6604 -5.2141
S -0.0346 -1.5334 -2.9773
S -2.0449 0.6387 -4.0783
F -0.0093 1.4008 -1.7541
B 1.5592 2.5755 -0.7826
F 2.3197 2.5865 -1.8625
F 0.7475 3.5847 -0.5263
F 1.7598 1.6514 0.1522
*
```

## Properties
LUMO energy (alpha / beta)   -7.26 / -7.32 eV
Orbital gap (alpha / beta)   5.60 / 5.24 eV
⟨S²⟩   0.795
ΔE to the lowest compared entry with this formula, charge and spin   0.00 kJ/mol
HOMO energy (alpha / beta)   -12.86 / -12.56 eV
E_tot   -4847.895442 a.u.

=====

H2N5O2 | ωB97M-V/def2-TZVPD

ORCA input file:
```
! RIJCOSX wB97M-V def2-TZVPD def2/J DEFGRID3
* xyz -1 1
N 1.4717 0.5526 0.3410
N 0.3794 1.1434 0.2884
N -1.2149 0.1810 -0.4391
N 2.0160 -0.4102 -0.1784
N -1.8444 -0.4987 0.4151
O 3.2390 -0.6577 -0.1902
O -2.6332 -1.4144 0.0230
H -0.1168 1.1813 1.1766
H -1.2969 -0.0772 -1.4364
*
```

## Properties
LUMO energy (alpha / beta)   4.15 / 4.15 eV
Orbital gap (alpha / beta)   8.09 / 8.09 eV
ΔE to the lowest compared entry with this formula, charge and spin   235.53 kJ/mol
HOMO energy (alpha / beta)   -3.94 / -3.94 eV
E_tot   -425.253117 a.u.

=====

C2HCuFO | ωB97M-V/def2-TZVPD

ORCA input file:
```
! RIJCOSX wB97M-V def2-TZVPD def2/J DEFGRID3
* xyz 0 2
H -0.7777 1.3321 0.4319
O -1.3736 -0.2497 -0.1261
C -0.3432 0.4988 -0.2503
C 0.9098 -0.1280 -0.0860
F 1.8820 0.7497 0.2856
Cu -0.2973 -2.2029 -0.2551
*
```

## Properties
LUMO energy (alpha / beta)   -1.20 / -1.16 eV
Orbital gap (alpha / beta)   7.22 / 8.00 eV
⟨S²⟩   0.762
ΔE to the lowest compared entry with this formula, charge and spin   134.32 kJ/mol
HOMO energy (alpha / beta)   -8.42 / -9.16 eV
E_tot   -1892.201987 a.u.

=====

Q: Among the records above, which one has the highest ΔE to the lowest compared entry with this formula, charge and spin?
A: CH2P2S

=====

Q: What is the E_tot in the sixth record?
A: -4847.895442 a.u.

=====

Q: Look up the E_tot of the second one.
A: -1120.029655 a.u.

=====

Q: Number 3 is which compound?
A: C4H10N2O2